# C14H25N3

3 unconnected molecules or ions with the total composition C14H25N3 at a distorted geometry (wB97M-V/def2-TZVPD, OMol25).

Its charge is -1. As for the LUMO energy (spin up / spin down): 2.72 / 2.69 eV. As for the multiplicity: 2. The calculation puts the total energy at -712.5972 Eh. The HOMO-LUMO gap (spin up / spin down) is 1.76 / 7.86 eV. The HOMO energy (spin up / spin down) is 0.035 / -0.190 Eh.

XYZ file:
```
42
Properties=species:S:1:pos:R:3:mulliken_spin:R:1
H -0.97832 0.77298 -0.95761 0.05
C -3.09636 2.99656 -4.25049 0.00
C -3.42626 0.41302 -0.80745 -0.14
N 2.06429 -3.59522 1.63715 -1.71
H -3.97105 2.34694 -4.21873 0.00
H 0.81670 2.05319 -3.16600 0.00
H 0.13900 -3.68774 2.63923 -0.04
H -3.33270 -0.02625 -2.90728 -0.01
H -3.22511 3.84236 -3.57510 0.00
H 3.73562 1.45049 5.12791 -0.03
H -2.70559 -0.29691 -0.40159 0.16
H -4.13457 1.41379 -2.51470 0.02
C -3.27340 0.81544 -2.21725 0.01
H 0.31585 2.73955 -1.64702 0.03
C 3.87161 -0.80475 5.23145 -0.01
C 0.82018 -3.17357 1.97740 1.87
H -1.07415 2.74955 -4.04384 0.00
H 1.34328 1.35975 -1.54356 -0.08
C 0.54383 1.79585 -2.14256 0.07
H 2.50243 -4.41969 2.02236 -0.88
H -3.41637 1.31328 -0.19299 0.02
C 3.20220 -1.82450 4.56372 0.65
H -0.73043 0.01858 -2.49823 0.02
N 2.27633 -1.21078 3.72799 -0.54
H 1.75493 0.88526 3.44250 -0.03
H -0.50491 -1.55505 1.30034 -0.51
H 3.42998 -2.87719 4.64345 -0.36
C 1.47970 -1.82987 0.35121 -0.20
H 1.35086 -1.04766 -0.38224 0.12
C -0.85721 0.98935 -2.01903 0.11
N -2.06578 1.66960 -2.45194 -0.07
C -1.93893 2.11804 -3.84025 0.00
H 4.62080 -0.87313 6.00633 -0.03
C 0.36871 -2.18067 1.19177 0.84
H -1.94156 1.26328 -4.51661 -0.01
C 2.43505 0.18093 3.89831 0.16
C 2.42516 -2.78727 0.56376 1.28
H 3.37607 -2.94223 0.07575 -0.03
H -2.96086 3.43893 -5.23743 0.00
C 3.43053 0.47481 4.77955 0.07
H -4.35738 -0.15348 -0.82130 -0.05
H 1.68795 -1.81552 3.17283 0.22
```

---

# C7H9O2P

C7H9O2P in the gas phase at a distorted geometry (wB97M-V/def2-TZVPD, OMol25).

Its charge is 0. As for the LUMO energy: -0.08 eV. The calculation puts the total energy at -763.8586 Eh. Its SMILES is O=[PH2]C(=O)[C@@H]1C=CC=CC1. The HOMO-LUMO gap is 8.83 eV. The HOMO energy is -0.328 Eh. The energy relative to the best compared isomer or geometry (same formula, charge and spin) is 71.1 kcal per mole.

XYZ file:
```
19
Properties=species:S:1:pos:R:3:mulliken_charge:R:1
C 0.07249 0.46476 -1.23176 -0.93
O 1.92770 -2.23039 -1.59179 -0.60
C 0.39158 1.59072 -0.52405 -0.18
C -0.21852 1.86833 0.78527 -0.23
C -1.24500 1.11783 1.23975 -0.44
C 0.19251 -1.31573 0.43708 0.44
H -2.42328 -0.61145 0.93649 0.32
C -1.81477 0.08483 0.33180 -0.74
H 0.27600 2.72889 1.25537 0.35
H -1.72184 1.18203 2.27370 0.28
H -1.26902 -1.08807 -1.21069 0.48
P 1.90087 -1.56477 -0.31401 0.33
H -2.55103 0.44064 -0.39948 0.35
O -0.06170 -1.90725 1.44551 -0.46
C -0.73237 -0.59221 -0.45901 -0.06
H 2.84389 -0.20406 -0.32569 0.06
H 1.25371 2.13687 -0.81849 0.47
H 2.73990 -2.47075 0.40222 0.09
H 0.43888 0.36977 -2.23224 0.45
```